64
Properties=species:S:1:pos:R:3:forces:R:3 method="wB97M-V/def2-TZVPD" total_energy_ev=-261987.2714 gap_ha=0.2680 lumo_energy_ev=-3.04 charge=+1 e_above_lowest_kj_mol=0.0
Sc 0.1055 0.3315 0.0298 0.0 -0.2 -0.1
Se -3.2907 1.0574 2.1750 0.0 0.0 -0.1
Se -1.7585 -0.6743 2.1995 0.1 0.0 0.0
C -0.3327 0.2094 3.1304 0.0 0.1 0.2
C -0.2561 0.1907 4.5115 -0.1 0.0 -0.1
C 0.8285 0.8138 5.1026 0.0 0.0 0.1
C 1.7844 1.4084 4.2979 0.1 0.0 -0.1
C 1.6280 1.3688 2.9238 -0.1 -0.1 0.1
N 0.5731 0.7821 2.3413 0.0 -0.1 -0.1
C -3.1057 1.7791 0.4034 0.0 0.0 0.0
C -4.1823 2.5845 0.0325 0.1 0.0 0.0
C -4.1414 3.2414 -1.1791 0.0 0.0 0.0
C -3.0259 3.0693 -1.9877 0.0 0.0 0.0
C -2.0190 2.2399 -1.5459 0.0 0.1 -0.1
N -2.0407 1.5792 -0.3721 0.0 0.0 0.2
H -1.0185 -0.3075 5.0929 0.0 0.0 0.0
H 0.9309 0.8284 6.1794 0.0 0.0 0.0
H 2.6506 1.8948 4.7226 0.0 0.0 0.0
H 2.3584 1.8056 2.2609 0.0 0.0 0.0
H -5.0309 2.6848 0.6957 0.0 0.0 0.0
H -4.9602 3.8777 -1.4866 0.0 0.0 0.0
H -2.9314 3.5698 -2.9401 0.0 0.0 0.0
H -1.1352 2.0981 -2.1510 0.0 0.0 0.0
C 1.3517 0.8379 -3.0890 0.0 0.0 0.0
O 0.2392 0.3341 -2.3212 0.0 0.0 0.3
C -0.4417 -0.6984 -3.0476 0.0 0.1 -0.1
C -1.8019 -0.9356 -2.4579 0.0 -0.1 0.0
O -1.6778 -1.2121 -1.0708 0.2 0.0 -0.1
C -2.4605 -2.3497 -0.6864 -0.1 0.1 0.1
H 0.9966 1.0993 -4.0871 0.0 0.0 0.0
H 2.1341 0.0816 -3.1495 0.0 0.0 0.0
H 1.7281 1.7181 -2.5846 0.0 0.0 0.0
H 0.1712 -1.6018 -3.0253 0.0 0.0 0.0
H -0.5568 -0.3791 -4.0881 0.0 0.0 0.0
H -2.2387 -1.7891 -2.9835 0.0 0.0 0.0
H -2.4643 -0.0782 -2.6033 0.0 0.0 0.0
H -3.5201 -2.1361 -0.8469 0.0 0.0 0.0
H -2.2761 -2.5500 0.3631 0.0 0.0 0.0
H -2.1559 -3.2259 -1.2589 0.0 0.0 0.0
Cl 3.9148 -0.2826 -0.8609 0.0 0.1 0.0
C 3.4283 1.3287 -0.4039 0.1 0.0 0.0
C 2.0835 1.6241 -0.1770 -0.1 -0.1 0.0
C 1.8531 2.9589 0.1272 0.0 0.0 0.0
Cl 0.1901 3.4133 0.4696 0.1 0.0 0.0
C 2.8214 3.9519 0.2338 0.0 0.0 0.0
Cl 2.4047 5.5704 0.6304 0.0 0.0 0.0
C 4.1503 3.5947 0.0252 0.0 0.0 0.0
Cl 5.3882 4.7693 0.1678 0.0 0.0 0.0
C 4.4561 2.2720 -0.2986 0.0 0.0 0.0
Cl 6.0960 1.8372 -0.5589 0.0 0.0 0.0
Cl 0.3546 -2.9700 2.9441 0.0 -0.1 -0.1
C 0.1614 -3.7127 1.3641 0.0 0.0 0.0
C -0.3644 -4.9941 1.3207 0.0 0.0 0.1
C -0.4714 -5.6486 0.1075 0.0 0.0 -0.1
C -0.0134 -5.0177 -1.0455 0.0 -0.1 0.1
C 0.4997 -3.7362 -0.9767 0.0 0.0 0.1
C 0.5761 -3.0186 0.2263 0.0 0.1 0.1
C 1.0777 -1.6317 0.2635 0.0 0.1 0.1
H -0.6687 -5.4755 2.2400 0.0 0.0 0.0
H -0.8759 -6.6501 0.0701 0.0 0.0 0.0
H -0.0429 -5.5340 -1.9961 0.0 0.0 0.0
H 0.8933 -3.2749 -1.8743 0.0 0.0 0.0
H 1.7327 -1.4648 1.1274 0.0 0.0 0.0
H 1.6975 -1.4570 -0.6255 0.0 0.0 0.0

65
Properties=species:S:1:pos:R:3:forces:R:3 method="wB97M-V/def2-TZVPD" total_energy_ev=-124452.0238 gap_ha="0.2174 / 0.2173" lumo_energy_ev="-3.73 / -3.73" charge=+1 e_above_lowest_kj_mol=12.4
Co -0.7149 -1.6928 -0.6467 -1.0 -0.1 0.6
C -1.7125 -4.3571 0.4097 0.0 0.0 0.0
N -2.3045 -3.0712 -0.0011 0.4 0.3 -0.1
C -3.1158 -2.4105 1.0309 0.0 0.0 0.0
C -2.2848 -1.3511 1.6758 -0.1 0.1 0.2
N -1.1222 -0.9741 1.2031 0.1 0.0 -0.7
C -0.6490 0.0259 2.0572 0.0 0.0 0.0
C 0.5411 0.7500 2.0546 0.1 0.0 0.0
C 0.6914 1.7190 3.0224 0.0 0.0 0.0
C -0.2997 1.9594 3.9886 0.0 0.0 0.0
C -1.4651 1.2240 4.0232 0.0 -0.1 0.0
C -1.6113 0.2517 3.0408 0.0 0.0 -0.1
N -2.6345 -0.6559 2.7757 0.0 0.1 0.0
C -0.2342 -4.2880 0.2654 0.1 -0.2 0.0
N 0.4186 -3.1642 0.1196 0.0 0.8 -0.4
C 1.7595 -3.5089 -0.0722 0.1 0.1 0.1
C 2.8786 -2.7200 -0.3215 0.0 0.0 0.0
C 4.0810 -3.3719 -0.5003 0.0 0.0 0.0
C 4.1817 -4.7692 -0.4237 0.0 0.0 0.0
C 3.0796 -5.5598 -0.1716 0.0 0.0 0.1
C 1.8717 -4.8969 0.0003 0.0 0.1 -0.1
N 0.5774 -5.3583 0.2206 0.0 0.0 0.1
H -2.1004 -5.1776 -0.1955 0.0 0.0 0.0
H -1.9680 -4.5692 1.4500 0.0 0.0 0.0
H -2.8405 -3.1910 -0.8521 0.1 0.0 0.0
H -3.4715 -3.1185 1.7842 0.0 0.0 0.0
H -3.9965 -1.9636 0.5708 0.0 0.0 0.0
H 1.3076 0.5612 1.3168 0.0 0.0 0.0
H 1.5940 2.3143 3.0414 0.0 0.0 0.0
H -0.1408 2.7348 4.7249 0.0 0.0 0.0
H -2.2254 1.3897 4.7744 0.0 0.0 0.0
H -3.4943 -0.7486 3.2903 0.0 -0.1 0.0
H 2.7977 -1.6453 -0.3867 0.1 0.0 0.0
H 4.9698 -2.7937 -0.7122 0.0 0.0 0.0
H 5.1458 -5.2360 -0.5708 0.0 0.0 0.0
H 3.1496 -6.6374 -0.1117 0.0 0.0 0.0
H 0.2872 -6.3200 0.2771 0.0 0.0 0.0
Cl -0.5535 -2.8825 -2.5334 0.1 0.1 0.0
N -2.2524 -0.5044 -2.8583 0.0 0.0 -0.1
C -3.3782 0.0694 -3.2881 0.0 0.1 0.0
C -4.1149 0.4121 -2.1720 0.0 0.0 0.1
C -3.3372 -0.0098 -1.0959 -0.1 0.0 0.0
N -2.2091 -0.5794 -1.5222 0.4 -0.5 0.2
H -1.5243 -0.9740 -3.3858 0.0 0.0 0.0
H -3.5719 0.2165 -4.3368 0.0 -0.1 0.0
H -5.0682 0.9077 -2.1370 0.0 0.0 0.0
H -3.5138 0.1497 -0.0458 0.0 0.0 0.0
S -1.5428 4.9097 0.0237 0.0 0.0 0.0
C -0.6056 3.6742 -0.5345 0.2 0.2 0.1
S -1.2144 2.0514 -0.6620 0.3 0.0 0.0
C 0.3882 1.4664 -1.0723 -0.6 0.2 0.3
N 1.2464 2.4110 -1.1704 0.3 -0.1 0.0
N 0.7003 3.6429 -0.9119 -0.2 0.0 -0.1
C 1.5846 4.7625 -1.0401 0.1 0.0 0.1
C 2.9323 4.5728 -0.7567 0.0 0.0 0.1
C 3.8122 5.6338 -0.8850 0.0 0.0 0.0
C 3.3537 6.8787 -1.2921 0.0 0.0 0.0
C 2.0095 7.0527 -1.5815 0.0 0.0 0.0
C 1.1179 5.9963 -1.4646 0.0 0.0 -0.1
S 0.8910 -0.1825 -1.3014 -0.2 -0.8 -0.2
H 3.2800 3.5990 -0.4458 0.0 0.0 0.0
H 4.8610 5.4864 -0.6644 0.0 0.0 0.0
H 4.0428 7.7064 -1.3942 0.0 0.0 0.0
H 1.6426 8.0163 -1.9083 0.0 0.0 0.0
H 0.0779 6.1372 -1.7150 0.0 0.0 0.1

73
Properties=species:S:1:pos:R:3:forces:R:3 method="wB97M-V/def2-TZVPD" total_energy_ev=-100871.2890 gap_ha="0.1899 / 0.2036" lumo_energy_ev="-2.38 / -1.99" multiplicity=2 s2=0.7770 e_above_lowest_kj_mol=358.6
Ru -0.1227 -0.4557 -0.0623 1.5 2.5 -0.2
I 1.2515 -3.5533 -4.3379 0.0 -0.1 0.0
C 1.1348 -4.1040 -2.3323 -0.3 1.7 0.7
C 1.3527 -5.4052 -1.9220 0.1 -0.4 0.9
C 1.3182 -5.7252 -0.5763 0.0 0.0 -0.2
I 1.6292 -7.7286 -0.0502 0.0 0.1 0.0
C 1.0865 -4.7341 0.4231 0.2 -0.3 -0.5
C 1.0314 -4.9783 1.8089 -0.1 0.1 0.2
C 0.7683 -3.9469 2.6702 0.2 -0.3 -0.2
C 0.6150 -2.6520 2.1639 0.1 0.4 0.2
N 0.7032 -2.3946 0.8733 -0.8 1.7 -0.1
C 0.8845 -3.4043 0.0040 0.3 -0.5 -1.5
C 0.8515 -3.0561 -1.4063 0.7 -3.4 0.5
O 0.6113 -1.8878 -1.7589 -1.5 3.7 0.4
H 1.5500 -6.1689 -2.6607 0.0 -0.1 0.0
H 1.1916 -5.9839 2.1733 -0.1 0.0 0.0
H 0.6932 -4.1149 3.7347 0.0 0.1 0.0
H 0.4209 -1.7969 2.8051 0.0 -0.2 -0.1
N 3.1864 -0.5404 -1.1368 -0.4 0.3 -0.1
C 2.4106 0.1296 -2.0011 0.6 -0.3 0.0
N 2.7744 0.2204 -3.2716 0.0 0.0 0.0
C 1.9686 0.9485 -4.0431 0.3 -0.2 0.0
N 2.2189 0.9821 -5.3598 -0.1 0.0 0.2
N 0.9315 1.6840 -3.5979 -0.4 0.4 0.4
C 0.6482 1.5127 -2.3261 0.1 0.0 -0.5
N 1.3122 0.7290 -1.4854 -0.7 -1.4 1.1
C -0.4991 2.2222 -1.7293 -0.2 0.3 -0.2
C -0.8347 3.5162 -2.0917 0.0 -0.1 0.0
C -1.9083 4.1162 -1.4550 0.0 0.0 0.1
C -2.6231 3.3928 -0.5150 0.1 -0.1 -0.1
C -2.2207 2.0985 -0.2194 -0.3 0.0 0.2
N -1.1685 1.5413 -0.8001 1.0 -1.2 0.3
H 3.9334 -1.1148 -1.4821 0.0 -0.1 0.0
H 2.7984 -0.6873 -0.2176 0.2 -0.1 0.0
H 2.8861 0.3330 -5.7358 0.0 0.0 0.0
H 1.5425 1.4179 -5.9602 0.0 0.0 0.0
H -0.2444 4.0337 -2.8341 0.0 -0.1 0.0
H -2.1814 5.1379 -1.6826 0.0 0.0 0.0
H -3.4796 3.8150 -0.0096 0.0 0.0 0.0
H -2.7457 1.4914 0.5063 0.0 0.0 0.0
C 5.8520 1.0490 2.7365 -0.1 -0.1 0.0
C 4.7050 1.1421 3.7042 0.1 0.0 0.0
C 3.9124 0.0348 3.9955 0.0 -0.1 0.0
C 2.8549 0.1335 4.8848 0.0 0.0 0.0
C 2.5817 1.3557 5.4734 -0.5 0.1 0.0
C 3.3633 2.4690 5.2072 0.0 0.1 0.1
C 4.4266 2.3542 4.3290 0.0 0.0 0.0
S 1.1372 1.5348 6.5004 -0.5 0.2 0.2
O 1.2713 2.7890 7.1816 0.1 0.2 -0.2
O 0.9476 0.3303 7.2516 0.0 -0.2 -0.3
N -0.1831 1.6742 5.5042 0.4 -0.4 -0.1
C -0.1776 2.7158 4.4745 0.0 0.2 0.0
C -0.6759 2.2551 3.0911 0.4 -0.4 0.1
C -0.0551 0.9607 2.5377 -0.6 -0.3 1.9
O -0.2252 -0.0879 3.1760 0.1 1.0 -0.4
O 0.5759 1.0747 1.4302 -0.6 -1.6 -2.1
H 6.1270 0.0113 2.5513 0.0 0.0 0.0
H 6.7242 1.5747 3.1259 0.0 0.0 -0.1
H 5.5813 1.5064 1.7833 0.0 0.0 0.0
H 4.1272 -0.9188 3.5245 0.0 0.0 0.0
H 2.2503 -0.7218 5.1497 -0.1 -0.1 -0.1
H 3.1456 3.3976 5.7184 0.0 0.0 -0.1
H 5.0519 3.2154 4.1262 0.0 0.0 0.0
H -0.4653 0.7670 5.1399 0.1 -0.1 0.0
H 0.8274 3.1354 4.3965 0.0 0.0 -0.2
H -0.8344 3.5268 4.7996 0.1 0.0 0.0
H -0.5047 3.0504 2.3682 -0.1 0.1 0.1
H -1.7478 2.0507 3.1546 0.0 0.0 0.0
O -4.0710 -1.7681 0.1365 -0.1 0.3 0.1
Cl -2.6753 -1.5580 0.0378 -1.4 -2.3 -0.8
O -1.9436 -2.7835 0.1885 -0.3 0.2 0.1
O -2.3353 -0.9619 -1.2369 0.5 0.3 -0.2
O -2.2448 -0.6245 1.0784 1.7 0.5 0.4

60
Properties=species:S:1:pos:R:3:forces:R:3 method="wB97M-V/def2-TZVPD" total_energy_ev=-142903.5771 gap_ha="0.2197 / 0.2199" lumo_energy_ev="-1.35 / -1.36" multiplicity=5 s2=6.0157 e_above_lowest_kj_mol=168.7
Co -0.5488 -1.8528 -0.4736 -0.2 0.5 0.7
O 6.0353 1.8031 1.0531 -0.6 -0.5 -0.9
N 5.3137 1.7858 0.0542 0.1 0.2 1.6
O 5.2943 2.6574 -0.7668 0.2 0.7 -1.0
C 4.3110 0.7174 -0.1038 -0.8 0.5 0.1
C 4.5330 -0.3801 0.6264 -0.8 -0.2 1.0
C 3.5733 -1.4811 0.6808 2.2 3.2 -1.2
C 4.0085 -2.6647 1.1786 1.3 -1.4 2.7
C 3.2086 -3.7555 1.0122 0.0 0.2 0.0
C 2.0017 -3.5264 0.3413 -0.5 -1.3 -0.7
N 1.5743 -2.3879 -0.1490 0.3 1.0 0.4
C 2.4131 -1.3281 -0.0226 -1.0 -1.1 -0.8
C 2.1031 -0.1255 -0.7585 0.7 1.8 0.1
N 0.8908 -0.0339 -1.3044 -1.0 -0.2 0.3
C 0.4571 1.1108 -1.8492 -0.8 -2.0 0.6
C 1.2782 2.2044 -1.8683 -0.3 1.2 -1.3
C 2.5483 2.1410 -1.4280 1.9 -0.1 1.6
C 3.0315 0.9809 -0.8000 -0.1 -1.8 0.2
H 5.3531 -0.3661 1.3426 0.1 -0.2 -0.5
H 4.9364 -2.6548 1.8433 -1.2 -0.3 -1.3
H 3.4887 -4.7294 1.3768 -0.2 -0.1 -0.1
H 1.3759 -4.3581 0.0519 -0.3 -0.2 0.4
H -0.6086 1.0574 -2.1374 1.0 0.5 -0.2
H 1.0179 3.1459 -2.3181 -0.7 0.1 0.0
H 3.1552 3.0349 -1.3893 0.1 -0.1 -0.3
C -3.6307 -0.0068 -3.6584 -0.5 0.8 -0.1
C -3.2461 -0.0727 -2.2080 0.9 0.2 0.7
C -2.7570 1.2186 -1.5752 -0.7 -0.1 -0.2
C -2.7991 2.4452 -2.2278 1.9 1.0 0.4
C -2.2292 3.6109 -1.5920 -1.0 -3.7 1.0
C -1.7522 3.4621 -0.2813 -0.5 0.9 -1.1
C -1.7180 2.2461 0.3838 0.1 0.0 -1.1
C -1.0940 2.0982 1.7044 -0.9 0.9 2.4
C 0.1338 1.2276 1.8614 1.1 -0.7 1.1
C -2.2300 1.1259 -0.2697 -1.2 2.8 -1.4
N -2.2233 -0.0649 0.2943 1.4 -3.2 -0.1
C -2.6392 -0.4050 1.4377 -0.3 0.0 1.9
C -2.1897 -1.5976 2.0492 -0.3 0.2 -0.3
C -2.5243 -2.0228 3.3479 0.8 -0.7 -2.1
C -1.8790 -3.2545 3.4380 1.2 0.9 -2.2
C -1.1245 -3.4565 2.2266 -0.5 -1.3 1.3
N -1.3485 -2.4688 1.3702 0.1 1.1 -0.1
H -3.7553 -1.0370 -3.9323 -0.1 -0.4 -0.8
H -2.8319 0.4866 -4.2507 -0.5 -0.5 0.1
H -4.6078 0.5277 -3.8331 1.0 -0.4 0.2
H -2.4813 -0.8571 -2.0353 0.2 0.5 -0.5
H -4.0081 -0.5474 -1.6115 -0.9 0.3 0.3
H -2.9881 2.4784 -3.3016 -0.5 0.1 0.4
H -2.2930 4.5307 -2.0630 0.1 1.7 -0.8
H -1.4879 4.3780 0.2286 0.4 0.0 0.2
H -1.8559 1.6707 2.4126 0.7 0.4 -0.6
H -0.9425 3.1145 2.1481 0.2 -0.7 -0.4
H 0.1183 0.3241 1.2447 -0.5 -0.1 0.3
H 0.1949 0.9496 2.9585 0.1 0.0 -1.3
H 1.1250 1.6385 1.6174 -0.4 0.6 -0.1
H -3.2794 0.2259 2.1136 0.3 -0.3 -0.9
H -3.2028 -1.4500 3.9368 -0.2 -0.1 0.7
H -1.8520 -3.9496 4.1815 -0.1 -1.6 2.2
H -0.5060 -4.3671 1.9835 -0.7 1.2 0.2
Se -0.8406 -3.1959 -2.2912 -0.1 -0.3 -0.3